1.
Below is a structure of composition C39H39GeN3OOsSb at a distorted geometry, with properties calculated with ωB97M-V with the def2-TZVPD basis set.

Last column: Mulliken charge in e.
Atoms and positions in Å:
Os 0.388 -1.075 -0.354  1.43
C 2.637 -2.869 -2.147  -1.79
C 1.479 -3.699 -1.668  1.10
C 1.522 -5.065 -1.940  -0.89
C 0.462 -5.877 -1.611  -0.73
C -0.665 -5.286 -1.043  -0.69
C -0.669 -3.933 -0.775  -0.03
N 0.411 -3.149 -1.044  0.55
Sb -2.561 -3.151 -0.071  1.03
C -2.407 -1.535 -1.497  -0.05
C -3.380 -1.324 -2.457  -0.68
C -3.084 -0.559 -3.582  -0.66
C -1.785 -0.110 -3.777  -0.99
C -0.840 -0.380 -2.808  1.19
C 0.636 -0.194 -3.004  -1.20
N -1.186 -0.984 -1.653  0.27
C -1.654 -2.148 1.589  -0.10
C -2.315 -2.396 2.776  -0.71
C -1.803 -1.914 3.973  -0.95
C -0.650 -1.170 3.906  -0.89
C -0.021 -0.912 2.688  1.26
C 1.197 -0.031 2.780  -1.51
N -0.508 -1.418 1.530  0.64
H 2.575 -2.760 -3.232  0.44
H 2.694 -1.878 -1.707  0.11
H 3.578 -3.385 -1.952  0.53
H 2.399 -5.471 -2.428  0.60
H 0.490 -6.940 -1.814  0.50
H -1.537 -5.888 -0.820  0.53
H -4.358 -1.775 -2.347  0.61
H -3.844 -0.372 -4.330  0.51
H -1.496 0.392 -4.692  0.63
H 1.021 -0.990 -3.641  0.43
H 0.889 0.760 -3.465  0.55
H 1.239 -0.210 -2.055  -0.30
H -3.224 -2.984 2.773  0.56
H -2.294 -2.112 4.917  0.50
H -0.208 -0.756 4.803  0.62
H 0.962 0.821 3.420  0.55
H 2.008 -0.570 3.275  0.54
H 1.569 0.335 1.830  -0.26
C 4.413 -1.934 1.219  -1.42
C 2.995 -2.319 1.014  1.08
C 2.566 -3.697 1.367  -1.04
O 2.188 -1.456 0.620  -0.78
H 4.593 -1.839 2.296  0.40
H 4.651 -0.993 0.731  0.30
H 5.078 -2.729 0.879  0.47
H 2.795 -3.854 2.426  0.43
H 3.171 -4.433 0.832  0.44
H 1.508 -3.865 1.192  0.10
C 1.943 4.933 2.476  -0.51
C 0.543 4.911 2.366  -0.98
C -0.052 3.937 1.610  -0.50
C 0.742 2.892 1.029  0.74
C 2.166 2.976 1.091  -0.15
C 2.751 3.955 1.839  -0.83
Ge -0.223 1.428 0.058  -0.22
C 0.022 2.968 -1.171  1.36
C -1.027 3.944 -1.332  -0.41
C -0.864 4.982 -2.189  -0.87
C 0.377 5.145 -2.858  -0.48
C 1.453 4.244 -2.669  -0.98
C 1.297 3.203 -1.814  -0.54
C -2.080 1.448 0.634  0.55
C -3.107 1.470 -0.308  0.06
C -4.436 1.545 0.094  -1.06
C -4.747 1.559 1.445  -0.92
C -3.735 1.507 2.393  -0.92
C -2.407 1.433 1.988  -0.14
H 2.422 5.727 3.037  0.50
H -0.050 5.671 2.857  0.55
H -1.129 3.919 1.494  0.33
H 2.780 2.227 0.605  0.40
H 3.827 4.000 1.949  0.54
H -1.958 3.817 -0.793  0.42
H -1.657 5.700 -2.356  0.55
H 0.515 6.001 -3.511  0.50
H 2.387 4.411 -3.190  0.55
H 2.116 2.517 -1.639  0.44
H -2.876 1.458 -1.372  0.69
H -5.228 1.598 -0.642  0.53
H -5.781 1.612 1.761  0.49
H -3.982 1.536 3.446  0.53
H -1.627 1.404 2.744  0.52

Output
molecular weight = 950.36 g/mol
net charge = +4
HOMO level (spin up / spin down) = -0.692 / -0.691 hartree
⟨S²⟩ = 0.83
multiplicity = 2

2.
Below is a structure of composition C39H39MoN2O3STe at a distorted geometry, with properties calculated with ωB97M-V with the def2-TZVPD basis set.

Last column: Mulliken charge in e.
Atoms and positions in Å:
Mo -0.016 0.777 -1.706  -0.72
C -0.589 3.855 -0.952  -1.46
N -0.752 2.481 -0.389  0.27
C -0.100 2.485 0.941  -0.67
C -2.209 2.220 -0.243  -0.06
C -2.739 1.910 -1.608  0.95
C -4.029 2.222 -1.997  -0.94
C -4.439 1.945 -3.295  -0.62
C -3.561 1.359 -4.199  -0.91
C -2.274 1.029 -3.809  -0.27
C -1.841 1.299 -2.504  1.27
H -1.086 4.564 -0.288  0.40
H -1.031 3.905 -1.944  0.39
H 0.466 4.107 -1.007  0.55
H -0.475 3.324 1.533  0.48
H 0.979 2.587 0.822  0.32
H -0.334 1.564 1.462  -0.36
H -2.698 3.083 0.216  0.56
H -2.335 1.370 0.436  -0.25
H -4.711 2.699 -1.303  0.50
H -5.444 2.197 -3.605  0.43
H -3.881 1.153 -5.212  0.48
H -1.615 0.551 -4.519  0.54
O 1.092 -1.956 -4.304  -0.55
C 1.110 -0.810 -3.999  0.28
O 0.088 -0.359 -3.159  -0.11
C 2.127 0.189 -4.419  0.45
C 2.906 -0.205 -5.503  -0.96
C 3.918 0.606 -5.994  -0.63
C 4.174 1.825 -5.391  -0.67
C 3.415 2.234 -4.303  -0.95
C 2.390 1.430 -3.820  1.41
S 1.517 2.185 -2.463  -0.34
H 2.706 -1.167 -5.954  0.52
H 4.505 0.281 -6.841  0.43
H 4.966 2.462 -5.761  0.42
H 3.615 3.186 -3.829  0.50
C -4.658 0.781 5.014  -1.61
C -3.476 0.385 4.182  0.23
C -2.212 0.895 4.448  -1.01
C -1.075 0.525 3.736  1.54
C 0.216 1.180 4.150  -1.64
C -1.253 -0.413 2.700  0.65
Te 0.284 -1.421 1.655  0.62
N 0.343 -0.594 -0.202  0.80
C 1.249 -1.403 -0.963  0.93
O 2.222 -0.843 -1.473  -0.51
C 0.991 -2.841 -1.160  0.39
C -0.290 -3.387 -1.117  -0.30
C -0.474 -4.732 -1.376  -1.15
C 0.624 -5.536 -1.664  -0.47
C 1.902 -4.995 -1.712  -0.83
C 2.088 -3.645 -1.473  -0.76
C 2.108 -0.686 2.366  0.89
C 2.836 0.245 1.641  -0.30
C 4.071 0.644 2.131  -1.03
C 4.550 0.098 3.314  -0.89
C 3.815 -0.856 4.004  -0.79
C 2.575 -1.281 3.540  0.63
C 1.787 -2.337 4.268  -1.62
C -2.523 -0.932 2.381  0.30
C -2.757 -1.886 1.240  -1.47
C -3.612 -0.513 3.129  -1.02
H -4.544 1.787 5.414  0.41
H -4.760 0.099 5.860  0.32
H -5.582 0.733 4.440  0.41
H -2.097 1.619 5.247  0.50
H 0.755 0.572 4.877  0.36
H -0.005 2.130 4.634  0.51
H 0.891 1.370 3.323  0.29
H -1.147 -2.753 -0.936  0.65
H -1.469 -5.155 -1.371  0.48
H 0.477 -6.589 -1.864  0.44
H 2.750 -5.624 -1.947  0.47
H 3.074 -3.203 -1.525  0.53
H 2.470 0.645 0.703  0.47
H 4.657 1.370 1.584  0.49
H 5.515 0.405 3.696  0.43
H 4.212 -1.287 4.914  0.46
H 2.262 -2.599 5.211  0.48
H 1.714 -3.259 3.683  0.34
H 0.772 -2.003 4.512  0.35
H -2.389 -1.469 0.300  -0.02
H -3.822 -2.067 1.112  0.54
H -2.284 -2.859 1.398  0.35
H -4.594 -0.901 2.884  0.46

Output
molecular weight = 839.36 g/mol
net charge = +2
HOMO level (spin up / spin down) = -0.506 / -0.509 hartree
⟨S²⟩ = 0.76
multiplicity = 2
ΔE to the lowest compared entry with this formula, charge and spin = 30.1 kJ/mol

3.
Below is a structure of composition C39H39N4OP2S2Ti at a distorted geometry, with properties calculated with ωB97M-V with the def2-TZVPD basis set.

Last column: Mulliken charge in e.
Atoms and positions in Å:
Ti 9.822 11.242 12.351  -0.18
O 10.132 10.510 14.152  -0.24
N 9.049 10.005 14.825  0.29
C 9.102 10.020 16.178  -0.26
C 8.081 9.425 16.868  -0.71
C 6.989 8.888 16.184  -0.22
C 6.940 8.933 14.765  -0.89
C 7.991 9.545 14.081  0.67
S 7.905 9.793 12.300  -0.51
H 9.941 10.497 16.658  0.46
H 8.023 9.448 17.966  0.33
H 6.153 8.426 16.707  0.36
H 6.077 8.594 14.187  0.40
C 13.332 10.175 10.555  -2.29
N 12.945 10.614 9.237  1.05
C 11.669 11.236 8.952  -1.87
P 10.057 10.556 9.748  1.60
C 10.097 8.849 9.163  0.40
C 10.216 8.490 7.808  -0.49
C 10.514 7.198 7.449  -0.76
C 10.573 6.203 8.421  -0.42
C 10.374 6.522 9.771  -0.59
C 10.130 7.845 10.121  -0.23
C 8.697 11.263 8.785  0.40
C 8.808 12.611 8.390  -0.33
C 7.770 13.255 7.763  -0.48
C 6.625 12.543 7.390  -0.58
C 6.565 11.180 7.637  -0.61
C 7.604 10.513 8.347  -0.46
C 13.979 10.680 8.269  -0.19
C 14.244 11.826 7.520  0.16
C 15.242 11.821 6.534  -0.73
C 16.020 10.705 6.320  -0.41
C 15.853 9.593 7.160  -0.59
C 14.852 9.565 8.113  -0.37
P 12.556 10.980 12.166  1.74
C 13.455 12.542 12.298  0.18
C 14.265 13.011 11.260  -0.59
C 14.553 14.362 11.191  -0.56
C 14.063 15.241 12.133  -0.66
C 13.389 14.759 13.251  -0.74
C 13.108 13.401 13.351  -0.39
C 13.339 10.050 13.550  0.64
C 12.969 8.704 13.676  -0.47
C 13.489 7.899 14.671  -0.64
C 14.363 8.414 15.608  -0.50
C 14.737 9.764 15.512  -0.65
C 14.221 10.582 14.507  -0.55
H 14.419 10.314 10.693  0.90
H 13.276 9.083 10.675  0.45
H 11.545 11.080 7.853  0.61
H 11.677 12.335 9.085  0.69
H 10.065 9.230 7.039  0.44
H 10.741 6.992 6.392  0.37
H 10.802 5.145 8.140  0.31
H 10.367 5.757 10.554  0.43
H 9.963 8.130 11.173  -0.04
H 9.712 13.155 8.613  0.17
H 7.832 14.350 7.606  0.38
H 5.795 13.072 6.895  0.34
H 5.681 10.619 7.331  0.37
H 7.545 9.439 8.490  0.46
H 13.679 12.728 7.695  0.41
H 15.414 12.762 6.010  0.34
H 16.746 10.707 5.500  0.37
H 16.490 8.704 7.053  0.35
H 14.686 8.688 8.713  0.41
H 14.729 12.310 10.572  0.27
H 15.133 14.753 10.374  0.45
H 14.235 16.308 11.974  0.37
H 13.009 15.443 14.022  0.37
H 12.537 13.038 14.195  0.50
H 12.214 8.308 12.992  0.27
H 13.230 6.824 14.709  0.36
H 14.752 7.790 16.427  0.35
H 15.477 10.188 16.184  0.39
H 14.533 11.625 14.442  0.34
C 6.014 15.673 12.777  -0.91
N 7.373 15.124 12.677  -0.19
C 7.771 13.983 12.078  0.59
N 6.926 13.169 11.471  -0.07
S 9.503 13.525 12.095  -0.53
H 6.091 16.767 12.845  0.33
H 5.433 15.265 13.649  0.27
H 5.455 15.395 11.858  0.29
H 8.089 15.538 13.253  0.22
H 5.920 13.246 11.614  0.21
H 7.325 12.303 11.042  -0.22

Output
molecular weight = 753.72 g/mol
HOMO level (spin up / spin down) = -0.129 / -0.278 hartree
⟨S²⟩ = 3.78
multiplicity = 4

4.
Below is a cluster of 7 separate species, C39H40BClF6OP in total, with properties calculated with ωB97M-V with the def2-TZVPD basis set.

Last column: Mulliken charge in e.
Atoms and positions in Å:
C 5.468 -0.041 6.515  -1.07
C 4.685 1.253 6.762  0.56
Cl 5.705 2.671 6.107  -0.32
C 3.322 1.249 6.103  -1.34
B 2.213 0.506 7.051  0.32
P 0.533 0.512 6.074  0.40
O -0.367 1.724 6.153  -0.73
H 6.244 0.112 5.769  0.22
H 4.781 -0.803 6.148  0.30
H 5.930 -0.410 7.431  0.27
H 4.617 1.476 7.823  0.28
H 3.004 2.274 5.899  0.39
H 3.419 0.738 5.138  0.34
H 2.018 1.100 8.092  -0.18
H 2.477 -0.675 7.260  -0.20
H -0.203 -0.682 6.339  -0.07
H 0.879 0.296 4.702  -0.10
F -2.013 -2.453 3.538  -0.44
C -2.554 -1.254 3.203  0.29
C -2.549 -0.238 4.135  -0.82
C -3.084 0.990 3.775  -0.38
C -3.618 1.175 2.506  -0.44
C -3.613 0.133 1.589  -0.58
C -3.075 -1.099 1.934  -0.01
H -2.119 -0.395 5.114  0.52
H -3.059 1.801 4.489  0.43
H -4.029 2.137 2.229  0.37
H -4.023 0.274 0.597  0.41
H -3.052 -1.923 1.235  0.66
F -2.059 -1.933 -0.997  -0.29
C -0.736 -2.214 -1.037  0.56
C -0.008 -2.165 0.137  -0.30
C 1.345 -2.459 0.082  -0.49
C 1.944 -2.788 -1.128  -0.64
C 1.191 -2.817 -2.294  -0.31
C -0.168 -2.530 -2.254  -0.67
H -0.492 -1.899 1.067  0.43
H 1.933 -2.428 0.990  0.41
H 3.002 -3.013 -1.162  0.39
H 1.662 -3.061 -3.235  0.39
H -0.782 -2.547 -3.143  0.47
F -8.444 -3.659 3.646  -0.33
C -7.253 -4.068 3.154  0.46
C -6.093 -3.592 3.731  -0.55
C -4.875 -4.019 3.220  -0.24
C -4.837 -4.900 2.147  -0.70
C -6.019 -5.360 1.584  -0.24
C -7.244 -4.946 2.089  -0.52
H -6.148 -2.899 4.559  0.44
H -3.955 -3.662 3.659  0.47
H -3.884 -5.223 1.751  0.44
H -5.991 -6.043 0.746  0.36
H -8.178 -5.292 1.669  0.41
F 0.827 -1.302 -4.815  -0.26
C 0.289 -0.105 -5.129  0.49
C 0.243 0.869 -4.151  -0.32
C -0.316 2.098 -4.470  -0.37
C -0.816 2.331 -5.744  -0.63
C -0.759 1.331 -6.706  -0.22
C -0.201 0.098 -6.403  -0.81
H 0.633 0.658 -3.165  0.48
H -0.359 2.874 -3.717  0.37
H -1.250 3.293 -5.986  0.42
H -1.150 1.509 -7.699  0.42
H -0.145 -0.695 -7.136  0.42
F -3.105 0.571 -9.405  -0.31
C -3.660 1.764 -9.705  0.25
C -3.716 2.737 -8.727  -0.23
C -4.283 3.963 -9.043  -0.38
C -4.786 4.196 -10.315  -0.52
C -4.719 3.199 -11.279  -0.28
C -4.150 1.969 -10.979  -0.50
H -3.325 2.531 -7.739  0.49
H -4.331 4.738 -8.290  0.36
H -5.230 5.153 -10.555  0.37
H -5.112 3.376 -12.271  0.35
H -4.083 1.179 -11.714  0.41
F 7.821 0.031 3.504  -0.28
C 8.143 1.053 2.688  0.43
C 7.579 2.294 2.909  0.00
C 7.928 3.332 2.057  -0.37
C 8.818 3.123 1.010  -0.54
C 9.367 1.865 0.812  -0.34
C 9.032 0.816 1.657  -0.56
H 6.885 2.448 3.727  0.17
H 7.498 4.313 2.214  0.36
H 9.081 3.940 0.350  0.36
H 10.058 1.694 -0.003  0.34
H 9.448 -0.174 1.526  0.41

Output
molecular weight = 715.97 g/mol
net charge = -1
HOMO level = -0.184 hartree
multiplicity = 1
ΔE to the lowest compared entry with this formula, charge and spin = 0.0 kJ/mol

5.
Below is a structure of composition C39H40BINO6Zr at a distorted geometry, with properties calculated with ωB97M-V with the def2-TZVPD basis set.

Last column: Mulliken charge in e.
Atoms and positions in Å:
Zr -0.763 -0.014 0.095  -0.67
C 0.248 2.505 3.522  -2.77
C -0.176 1.075 3.308  1.96
C 0.714 0.030 3.588  0.64
C 2.012 0.324 4.303  -2.06
C 0.398 -1.283 3.225  1.51
C 1.405 -2.389 3.432  -2.63
C -0.867 -1.578 2.678  2.30
C -1.300 -3.017 2.487  -2.02
C -1.809 -0.536 2.516  -0.71
C -3.232 -0.900 2.146  -2.39
C -1.473 0.787 2.843  1.51
C -2.567 1.828 2.922  -2.15
H 0.058 2.845 4.544  0.44
H -0.281 3.171 2.843  0.49
H 1.313 2.629 3.331  0.51
H 2.857 0.454 3.621  0.27
H 2.271 -0.485 4.984  0.47
H 1.939 1.234 4.894  0.48
H 1.291 -2.849 4.418  0.44
H 2.429 -2.024 3.372  0.43
H 1.294 -3.176 2.690  0.55
H -1.238 -3.360 1.454  0.21
H -2.331 -3.149 2.810  0.42
H -0.692 -3.690 3.086  0.53
H -3.721 -1.361 3.009  0.60
H -3.281 -1.634 1.340  0.27
H -3.816 -0.040 1.841  0.39
H -3.022 2.080 1.966  0.20
H -2.218 2.750 3.374  0.49
H -3.373 1.444 3.549  0.45
I 2.206 -0.207 0.638  0.02
C 2.729 0.384 -1.274  1.31
C 4.052 0.486 -1.572  -0.67
C 4.419 0.920 -2.868  -0.75
C 3.452 1.232 -3.771  -0.94
C 2.074 1.123 -3.445  1.07
C 1.085 1.461 -4.401  -0.78
C -0.234 1.345 -4.091  -1.60
C -0.619 0.879 -2.814  -0.30
C 0.283 0.541 -1.824  0.78
C 1.668 0.676 -2.165  -0.29
H 4.816 0.245 -0.845  0.43
H 5.466 1.005 -3.127  0.40
H 3.723 1.573 -4.764  0.42
H 1.401 1.806 -5.379  0.40
H -0.993 1.592 -4.823  0.50
H -1.685 0.753 -2.655  0.69
O -2.604 0.863 -0.278  -0.62
C -2.124 2.098 -0.315  1.64
O -0.982 2.276 0.151  -0.87
C -2.903 3.171 -0.929  0.35
C -2.373 4.460 -0.955  -0.83
C -3.094 5.485 -1.546  -0.81
C -4.336 5.220 -2.112  -0.48
C -4.821 3.930 -2.072  -0.45
C -4.141 2.887 -1.491  -0.06
N -6.147 3.641 -2.693  1.05
O -6.543 2.498 -2.639  -0.60
O -6.769 4.582 -3.128  -0.61
H -1.401 4.643 -0.518  0.56
H -2.694 6.489 -1.573  0.44
H -4.924 5.996 -2.581  0.52
H -4.559 1.891 -1.483  0.85
C -5.051 -3.164 -5.953  -2.04
C -4.289 -4.419 -5.532  1.97
C -5.306 -5.501 -5.145  -1.58
C -3.459 -4.907 -6.726  -1.58
C -3.360 -4.150 -4.342  0.46
C -2.545 -5.188 -3.860  -0.51
C -1.679 -5.035 -2.782  -2.19
C -1.656 -3.791 -2.194  1.03
O -0.893 -3.356 -1.115  -0.51
B -1.244 -2.032 -0.941  0.85
O -2.216 -1.645 -1.866  -0.22
C -2.445 -2.772 -2.648  0.24
C -3.309 -2.904 -3.712  -0.89
H -5.678 -3.393 -6.817  0.42
H -4.376 -2.355 -6.242  0.40
H -5.708 -2.797 -5.161  0.37
H -6.000 -5.679 -5.969  0.44
H -5.885 -5.201 -4.269  0.36
H -4.814 -6.448 -4.913  0.33
H -4.110 -5.101 -7.582  0.44
H -2.926 -5.833 -6.500  0.32
H -2.721 -4.158 -7.023  0.38
H -2.589 -6.155 -4.345  0.41
H -1.057 -5.846 -2.430  0.47
H -3.914 -2.068 -4.032  0.64

Output
molecular weight = 847.69 g/mol
net charge = +1
HOMO level = -0.389 hartree
multiplicity = 1
ΔE to the lowest compared entry with this formula, charge and spin = 139.6 kJ/mol